[1]
{
  "formula": "C5H10INS",
  "method": "ωB97M-V with the def2-TZVPD basis set",
  "elements": ["H", "H", "C", "H", "H", "I", "H", "C", "H", "H", "C", "H", "H", "C", "C", "S", "N", "H"],
  "positions_angstrom": [[0.3810, 0.2504, -1.6158], [0.9018, -1.9836, -2.4035], [1.6170, -1.5386, -1.7175], [1.9490, -2.3008, -1.0181], [-1.7427, 2.8913, 1.5463], [-2.4251, -1.4510, -1.9992], [-0.3903, 2.6419, 2.6405], [-0.4358, 1.3218, 0.9681], [-1.0794, -0.5453, 1.6798], [-1.7480, 1.5003, 2.6451], [-1.1212, 2.1271, 2.0139], [2.4704, -1.1869, -2.2912], [0.1995, 1.8681, 0.2860], [-0.4785, -0.0252, 0.9432], [0.9838, -0.3844, -0.9471], [-1.1378, -2.5685, -0.3910], [0.2662, -0.8511, 0.1882], [1.7902, 0.2346, -0.5277]],
  "atomic_forces_ev_per_a": [[0.0, 0.0, 0.1], [0.0, -0.1, -0.1], [-0.1, 0.2, 0.0], [0.1, -0.1, 0.1], [-0.1, 0.1, 0.1], [0.2, -0.5, 0.4], [-0.1, 0.0, 0.1], [-0.1, 0.0, 0.0], [-0.2, 0.0, 0.2], [0.0, 0.0, 0.1], [0.0, 0.1, -0.1], [0.1, 0.0, -0.1], [0.1, 0.0, -0.2], [0.2, 0.4, 0.0], [0.4, 0.3, 0.0], [-1.5, -0.6, -1.1], [1.0, 0.0, 0.8], [0.0, 0.2, -0.2]],
  "mulliken_charge": [0.34, 0.30, -1.35, 0.34, 0.30, 0.17, 0.28, -0.03, 0.28, 0.32, -1.23, 0.39, 0.33, 0.01, -0.37, -0.09, -0.40, 0.40],
  "energy_ha": -947.0083,
  "gap_ev": [6.252, 4.812],
  "total_charge": 0,
  "de_lowest_kcal_mol": 0.0,
  "fmax_ev_per_a": 1.9,
  "multiplicity": 3
}

***

[2]
{
  "formula": "C22H28N4O3S",
  "method": "ωB97M-V with the def2-TZVPD basis set",
  "elements": ["H", "C", "H", "C", "O", "H", "C", "C", "C", "H", "S", "C", "C", "H", "H", "H", "H", "H", "H", "N", "C", "H", "C", "H", "H", "H", "H", "H", "H", "C", "C", "C", "H", "C", "H", "H", "N", "C", "H", "C", "H", "H", "O", "H", "O", "C", "C", "C", "N", "H", "H", "C", "N", "C", "C", "H", "H", "C"],
  "positions_angstrom": [[-1.0808, 0.5905, 2.7477], [0.6975, -1.2347, -2.7357], [2.8109, 3.8137, 0.7328], [2.4963, -1.7339, -0.6729], [1.9896, -0.1917, -5.1132], [-2.8725, -1.2425, -0.2069], [0.5311, -0.5192, 0.3004], [0.9996, -1.8358, -0.3242], [3.2378, 3.0178, -1.1876], [0.2283, -3.1459, -1.8755], [2.8593, -0.5263, -4.0235], [-4.4960, 0.9306, 3.3447], [3.3110, 4.1260, -0.1841], [-0.8806, -1.8492, -1.4237], [5.0689, 2.1031, -0.5577], [2.7779, -0.6783, -0.6578], [2.5590, -3.3804, -2.0789], [-2.8502, 1.9012, 1.5792], [-5.6104, 1.6212, 5.0268], [-4.3868, -1.4363, 3.0538], [2.7937, -2.3095, -2.0546], [4.3433, 4.3657, 0.0589], [3.0544, 0.9119, -2.9763], [0.0758, -1.3286, -3.6298], [0.8462, -2.6517, 0.3856], [-1.4789, -1.8182, 2.4566], [-0.3765, 1.4819, 1.3672], [1.2659, 1.8168, -3.6797], [-4.2524, 1.9258, 3.0104], [-2.8692, -1.3625, 0.8813], [-4.0616, -0.2071, 2.6435], [-5.2658, 0.7588, 4.4742], [0.6878, -0.1830, -2.4178], [-5.1315, -1.5804, 4.1350], [4.8952, 0.2199, -2.1690], [1.4031, 3.6962, -2.0560], [-0.5751, -0.5532, 1.0794], [-1.0640, 0.6858, 1.6555], [3.8466, -2.1950, -2.3130], [-5.5980, -0.5243, 4.8938], [-1.0892, -2.5865, 0.9038], [3.0952, -2.2550, 0.0748], [1.1191, 0.5300, 0.0963], [-3.5426, -2.1685, 1.1693], [4.1504, -1.0814, -4.3115], [-1.4450, -1.6720, 1.3699], [0.1685, -2.0935, -1.5955], [-2.4829, 0.9730, 1.1478], [2.0406, -1.6473, -3.0962], [2.8146, 5.0205, -0.5523], [-5.3539, -2.6064, 4.4003], [2.1703, 2.9361, -2.0739], [-3.3545, -0.1335, 1.4684], [4.2272, 2.0408, -1.2320], [2.0759, 1.8865, -2.9703], [-6.1976, -0.6905, 5.7737], [-2.4608, 1.0836, 0.0584], [4.1358, 0.9847, -2.1199]],
  "atomic_forces_ev_per_a": [[0.0, 0.0, 0.0], [-0.8, 0.2, -0.2], [0.0, 0.0, 0.1], [0.0, 0.0, -0.1], [-0.2, 0.2, 0.3], [0.0, 0.0, 0.0], [0.2, -0.3, 0.1], [0.1, 0.1, 0.1], [0.0, 0.0, -0.1], [-0.1, 0.0, 0.0], [0.0, -0.3, -0.1], [0.1, 0.1, 0.0], [0.0, 0.0, 0.0], [0.0, -0.1, -0.1], [0.1, 0.0, 0.1], [0.0, -0.2, 0.1], [0.1, 0.1, 0.0], [0.0, 0.0, -0.1], [0.0, 0.1, 0.0], [0.3, 0.0, -0.2], [0.5, -0.3, 0.5], [0.0, 0.1, 0.0], [-0.1, -0.6, -0.5], [-0.1, 0.1, 0.2], [0.0, 0.1, -0.1], [0.0, -0.1, -0.1], [-0.1, -0.1, 0.1], [-0.1, 0.1, 0.0], [0.0, 0.1, 0.0], [0.1, -0.4, 0.1], [-0.4, -0.1, 0.2], [0.1, -0.2, -0.1], [-0.1, -0.1, 0.0], [-0.2, 0.1, 0.3], [0.1, -0.1, 0.0], [-0.1, 0.1, 0.0], [-0.3, 0.2, 0.3], [-0.1, 0.4, -0.2], [0.0, -0.2, 0.2], [0.0, 0.0, 0.0], [0.0, 0.0, 0.0], [0.0, 0.0, 0.0], [0.2, 0.2, -0.2], [0.1, 0.1, -0.2], [0.1, 0.1, 0.4], [-0.3, -0.2, -0.1], [0.2, 0.1, -0.1], [0.3, 0.2, 0.2], [0.5, 0.6, -0.7], [0.0, 0.1, 0.0], [-0.1, 0.0, 0.1], [0.1, -0.1, 0.0], [0.0, 0.0, -0.3], [-0.1, -0.1, -0.1], [-0.1, 0.1, -0.1], [-0.1, 0.0, 0.1], [0.0, 0.1, 0.1], [0.2, 0.0, 0.1]],
  "mulliken_charge": [0.31, -0.22, 0.26, -0.41, -0.74, 0.38, 0.24, 0.27, 0.95, 0.36, 1.33, -0.52, -1.51, 0.26, 0.39, -0.06, 0.29, 0.33, 0.40, -0.33, -1.08, 0.39, 0.20, 0.34, 0.77, 0.32, 0.49, 0.54, 0.26, -0.99, 0.92, -0.55, 0.14, -0.45, 0.51, 0.37, 0.04, -0.77, 0.50, -0.47, 0.38, 0.46, -0.68, 0.41, -0.73, -0.54, -0.93, -1.00, 0.06, 0.39, 0.38, -0.73, 0.09, -0.49, -0.49, 0.38, 0.41, -0.85],
  "energy_ha": -1698.0787,
  "gap_ev": 8.714,
  "total_charge": 0,
  "de_lowest_kcal_mol": 52.0,
  "fmax_ev_per_a": 1.1,
  "multiplicity": 1
}

***

[3]
{
  "formula": "C42H86O20PS8",
  "method": "ωB97M-V with the def2-TZVPD basis set",
  "elements": ["C", "C", "H", "O", "H", "H", "C", "H", "C", "H", "H", "H", "H", "H", "H", "C", "H", "H", "H", "C", "H", "H", "O", "H", "C", "H", "O", "O", "O", "H", "H", "C", "C", "H", "H", "C", "H", "C", "H", "C", "H", "C", "C", "H", "C", "O", "H", "O", "H", "C", "C", "H", "H", "S", "H", "H", "H", "H", "H", "H", "O", "C", "C", "C", "H", "C", "C", "H", "H", "H", "C", "H", "H", "H", "C", "O", "H", "H", "S", "H", "H", "C", "H", "H", "H", "H", "C", "H", "O", "H", "H", "H", "S", "H", "H", "C", "H", "C", "C", "H", "H", "H", "H", "H", "S", "S", "O", "H", "H", "S", "H", "C", "H", "H", "C", "C", "O", "H", "S", "H", "H", "H", "H", "H", "O", "O", "S", "O", "H", "H", "H", "H", "C", "P", "O", "C", "O", "C", "H", "C", "H", "H", "O", "O", "O", "C", "C", "H", "H", "H", "C", "H", "C", "C", "H", "C", "H"],
  "positions_angstrom": [[1.0714, 0.3453, -0.1252], [1.2290, -0.7908, -4.8320], [6.4501, 11.3783, -6.4853], [2.9525, -3.8564, 8.9314], [4.6050, 7.3002, 1.2078], [2.7411, -2.2056, 1.7851], [7.6698, 6.7568, 1.7427], [8.3046, 6.1028, 2.3375], [-5.2589, -1.1690, 1.0762], [3.2474, 3.5343, -3.6659], [-7.9081, -7.5692, 1.4484], [-1.1683, -0.6506, 1.9548], [4.2431, 5.8311, 2.1412], [-10.0558, -4.4484, 2.0591], [2.2549, -4.5266, 0.9771], [5.5641, 10.7452, -6.5100], [3.2993, -0.4553, -1.4757], [-6.3667, -5.7703, 1.0104], [-8.2290, -9.3438, -2.8095], [-9.2635, -7.4137, -4.5501], [1.6988, -1.5275, 8.5989], [4.8042, 5.9785, -2.6766], [4.8548, -0.1418, -0.2287], [5.2351, 10.6792, -7.5489], [2.9115, -2.8714, -4.9375], [4.8419, 0.9837, 1.5151], [-11.7077, -9.3168, -2.6998], [6.2623, 5.9035, -0.3454], [3.8272, 7.6421, -6.0354], [-1.3016, -3.9522, 8.4172], [1.8215, 0.8886, 3.9856], [-8.2633, -6.5842, 1.7474], [2.8698, -2.0291, -6.2063], [-9.9563, -3.9732, 0.3407], [-6.8994, -0.0806, 0.1536], [3.3841, 10.2170, -5.5428], [3.2504, -0.1423, -5.2244], [0.6454, -4.7150, 7.9058], [-8.2288, -9.1976, -5.2783], [4.4297, 11.3202, -5.6497], [7.6347, 8.1590, 3.4043], [-3.8866, 0.7968, 0.4767], [5.6720, 7.2336, 3.1101], [0.4795, 1.2066, 0.2232], [0.4378, -0.9117, 0.5278], [0.3493, -3.2652, -4.4738], [-11.3726, -7.1040, -4.0337], [-0.9229, -2.2186, 4.0308], [0.4142, -5.7060, 8.2897], [3.4449, -0.1949, 4.9137], [-6.0313, -0.6724, -0.1385], [6.3049, 0.0233, 1.1690], [0.2219, 0.3931, 2.2478], [-10.4542, -8.6361, -2.4974], [2.6520, 0.7479, 1.2558], [4.8044, 11.5706, -4.6550], [6.7677, 8.7069, 1.9733], [2.1398, -2.4462, -6.9041], [1.7686, 5.7596, -2.5523], [-8.9379, -6.1326, -0.2559], [1.0558, -3.0125, 2.6945], [2.8497, -4.3463, 1.8737], [4.0880, 3.4717, -1.6832], [4.0816, 3.9842, -3.1202], [2.6220, -0.2530, 2.9230], [2.7427, 5.7764, -2.0680], [-4.5522, 0.0683, 1.6475], [4.8243, -0.7897, 1.7367], [-6.6228, -5.4921, 2.7498], [-5.9207, -1.6288, 1.8069], [-7.1097, -5.5764, 1.7816], [0.5215, -2.2669, 6.6385], [0.2836, -0.8165, -5.3708], [5.8797, 6.4848, 3.8779], [5.0044, 6.5712, 1.9124], [6.4881, 4.3996, 1.6352], [-9.9887, -9.3070, -5.3210], [8.2315, 7.1526, 0.9003], [-4.8919, 0.4295, -0.9721], [4.2409, 0.4743, 4.5820], [1.1326, -1.7519, 0.5109], [2.4327, -0.6247, -5.7632], [3.8446, -1.2093, 4.9410], [4.0078, 12.2245, -6.0864], [3.6715, 5.9383, -4.0262], [1.3088, -4.7871, 7.0439], [-10.3996, -7.1738, -3.5509], [2.6845, 10.3308, -4.7182], [-7.3158, -3.5286, 0.1235], [-5.2879, 0.7190, 2.1257], [2.1805, 0.0071, -6.6143], [2.8849, -3.9465, -5.0990], [-7.8403, -3.9773, 1.3908], [-0.4204, -1.2468, -0.0687], [3.3131, -1.4859, -0.0595], [-0.0754, -0.6192, 1.9592], [-8.3285, -7.0184, -4.1497], [3.8920, 5.5112, -3.0497], [-9.1578, -9.5361, -3.3464], [2.8639, 6.6966, -1.5010], [5.0059, 3.7381, -1.1600], [1.1828, -0.0492, -4.0373], [-8.7058, -6.6803, 2.7409], [-4.5199, -1.9129, 0.7706], [4.3451, 8.7309, -5.2499], [1.5327, -3.8201, 9.1797], [-10.0326, -8.2961, -1.1612], [-6.3261, -1.4520, -0.8359], [-9.4020, -10.5950, -3.3079], [6.3405, 5.7191, 1.0833], [3.9057, -4.3428, 1.6003], [0.8611, -2.1960, 8.7827], [-2.8845, 0.4188, 0.2768], [6.6136, 9.3616, -5.1719], [2.2905, -0.0966, 3.9504], [2.5256, 0.6369, 0.1655], [1.5157, 3.7096, -1.0746], [6.1869, 8.6420, -6.7446], [1.4241, -2.4019, -4.0463], [5.0037, 3.7142, -3.6350], [0.3086, -1.8657, 9.6607], [3.8567, 2.4137, -1.5255], [2.6643, -5.1632, 2.5722], [-10.2436, -6.6012, 0.8190], [-5.5790, 1.6182, -1.4217], [4.5367, 8.5907, -3.8305], [2.7749, 4.3865, -0.9137], [1.2971, -1.0721, 4.3226], [-0.8548, -1.6794, 7.5496], [3.1482, 0.0848, 5.9262], [3.7560, -2.6051, -4.3017], [-1.0442, -4.1159, 6.6745], [3.4411, -0.4136, -0.3881], [0.2750, -1.7636, 3.3027], [3.1887, 4.8650, 0.3880], [6.9868, 7.8329, 2.5906], [1.0343, -4.2327, 10.4719], [5.2132, 0.0346, 1.1116], [-3.8557, 1.8770, 0.5943], [-9.3106, -6.0451, 0.7652], [-10.2416, -6.3087, -2.9113], [2.8443, 10.0742, -6.4788], [-4.1196, -0.3370, -1.9173], [1.7263, -2.2182, -2.6576], [-7.7935, -3.1103, 2.5408], [-9.5067, -4.5763, 1.1263], [5.8792, 9.3451, -5.9748], [-9.4600, -6.9000, -5.4896], [3.8393, -2.0132, -6.7038], [-3.8117, -0.2021, 2.4000], [-0.0420, -2.4032, 7.5631], [2.9789, -2.8437, 3.4233], [-9.1401, -8.9313, -4.7453], [2.4736, -3.0152, 2.4686], [0.8912, 0.2825, -1.2088], [-0.5682, -3.8409, 7.6144], [5.0272, 7.9937, 3.5501]],
  "atomic_forces_ev_per_a": [[0.1, 0.3, 0.0], [0.0, 0.1, 0.0], [0.0, 0.0, 0.0], [0.0, 0.0, 0.0], [0.0, 0.0, 0.0], [0.0, 0.0, 0.0], [0.0, 0.1, 0.0], [0.0, 0.0, 0.0], [0.1, 0.1, 0.0], [0.0, 0.0, 0.0], [0.0, 0.0, 0.0], [0.0, 0.2, 0.0], [0.0, 0.0, 0.0], [0.0, 0.0, 0.0], [0.1, 0.0, 0.0], [0.0, 0.0, 0.0], [0.0, -0.1, 0.0], [0.0, 0.0, 0.0], [0.0, 0.0, 0.0], [0.0, 0.0, 0.0], [0.0, 0.0, 0.0], [0.0, 0.0, 0.0], [0.0, 0.0, 0.0], [0.0, 0.0, 0.0], [0.1, 0.0, 0.0], [0.0, 0.0, 0.0], [0.0, 0.0, 0.0], [0.0, 0.0, 0.0], [0.0, 0.0, 0.0], [0.0, 0.0, 0.0], [0.0, 0.0, 0.0], [0.0, 0.0, 0.0], [0.0, 0.0, 0.0], [0.0, 0.0, 0.0], [0.0, 0.0, 0.0], [0.0, 0.1, 0.0], [0.0, 0.0, 0.0], [0.0, 0.0, -0.1], [0.0, 0.0, 0.0], [0.0, 0.0, 0.0], [0.0, 0.0, 0.0], [0.1, 0.0, 0.1], [0.0, 0.0, 0.0], [-0.1, 0.0, -0.2], [-0.2, -0.1, -0.1], [0.0, -0.1, 0.0], [0.0, 0.0, 0.0], [0.0, 0.0, 0.0], [0.0, 0.0, 0.0], [0.1, 0.1, 0.0], [-0.1, -0.1, 0.0], [0.0, 0.0, 0.0], [0.0, 0.0, 0.1], [0.1, 0.1, 0.0], [0.0, 0.0, -0.1], [0.0, 0.0, 0.0], [0.0, 0.0, 0.0], [0.0, 0.0, 0.0], [0.0, -0.1, 0.0], [0.0, 0.0, 0.0], [0.1, -0.2, 0.1], [-0.1, -0.1, -0.1], [0.1, -0.1, -0.1], [-0.1, 0.0, 0.0], [0.0, 0.0, 0.0], [0.4, 0.0, -0.1], [0.1, -0.1, 0.0], [0.0, 0.0, 0.0], [0.0, 0.0, 0.0], [0.0, 0.0, 0.0], [0.0, -0.1, 0.0], [0.0, 0.1, 0.0], [0.0, 0.0, 0.0], [0.0, 0.0, 0.0], [0.0, 0.0, 0.1], [0.1, 0.0, 0.0], [0.0, 0.0, 0.0], [0.0, 0.0, 0.0], [-0.1, 0.0, 0.1], [0.0, 0.0, 0.1], [0.1, 0.1, 0.0], [0.0, 0.0, 0.0], [0.0, 0.0, 0.0], [0.0, 0.0, 0.0], [0.0, 0.0, 0.0], [0.0, 0.0, 0.0], [0.0, 0.0, 0.0], [0.0, 0.0, 0.0], [0.0, 0.0, 0.0], [0.0, 0.0, 0.0], [0.0, 0.0, 0.0], [0.0, 0.0, 0.0], [0.0, -0.1, 0.0], [0.0, 0.0, 0.0], [0.1, 0.1, 0.1], [-0.1, -0.1, -0.2], [0.0, 0.0, 0.0], [0.0, -0.1, 0.0], [0.0, 0.0, 0.0], [0.0, 0.0, 0.0], [0.0, 0.0, 0.0], [0.0, 0.0, 0.0], [0.0, 0.0, 0.0], [0.0, 0.0, 0.0], [0.0, 0.1, 0.0], [0.0, 0.0, 0.0], [0.0, -0.1, 0.0], [0.0, 0.0, 0.0], [0.0, 0.0, 0.0], [0.0, 0.1, -0.1], [0.0, 0.0, 0.0], [0.0, 0.0, -0.1], [0.0, 0.0, -0.1], [0.0, 0.0, 0.0], [-0.1, -0.1, -0.1], [0.3, -0.3, 0.3], [-0.1, 0.1, 0.1], [0.0, 0.0, 0.0], [0.1, 0.3, -0.1], [0.0, 0.0, 0.0], [0.0, -0.1, 0.0], [-0.1, 0.0, 0.1], [0.0, 0.0, 0.0], [0.0, 0.0, 0.0], [0.0, 0.0, 0.0], [0.0, 0.0, 0.0], [-0.4, 0.1, 0.0], [0.1, 0.0, 0.1], [0.0, 0.0, 0.0], [0.0, 0.0, 0.0], [0.0, 0.0, 0.0], [0.0, 0.0, 0.0], [-0.1, 0.2, -0.3], [-0.2, 0.0, 0.1], [-0.1, 0.0, 0.1], [0.0, 0.0, 0.0], [0.0, 0.0, 0.0], [0.0, -0.1, -0.1], [0.0, 0.0, 0.0], [0.0, 0.1, 0.1], [0.0, 0.0, 0.0], [0.0, 0.0, 0.0], [0.0, 0.0, 0.0], [-0.1, -0.3, 0.2], [0.0, 0.1, 0.0], [0.0, -0.1, 0.0], [0.0, 0.0, -0.1], [0.0, 0.0, 0.0], [0.0, 0.0, 0.0], [0.0, 0.0, 0.0], [0.0, 0.0, -0.1], [0.0, 0.0, 0.0], [0.0, 0.0, 0.0], [0.0, 0.2, 0.0], [0.1, -0.1, 0.0], [-0.1, 0.0, 0.0], [0.0, 0.0, 0.0]],
  "mulliken_charge": [-1.13, -0.46, 0.32, -0.67, 0.33, -0.37, -0.80, 0.35, -0.25, 0.29, 0.34, -0.68, 0.45, 0.37, 0.35, -0.60, -0.05, 0.40, 0.35, -0.63, 0.37, 0.19, -0.42, 0.29, -0.72, 0.20, -0.68, -0.62, -0.71, 0.35, 0.38, -0.81, -0.58, 0.40, 0.33, -0.79, 0.25, -0.72, 0.34, -0.56, 0.32, -0.12, -0.74, 0.44, 0.08, -0.71, 0.36, -0.85, 0.44, -1.58, -0.72, 0.36, 0.60, 1.06, -0.89, 0.29, 0.29, 0.30, 0.36, 0.06, -0.31, -1.77, 0.23, -0.96, -0.21, -0.89, -0.90, 0.04, 0.43, 0.14, -0.77, -0.21, 0.41, 0.32, -0.60, -0.69, 0.30, 0.34, 1.20, 0.39, 0.19, -0.61, 0.27, 0.35, 0.14, 0.34, -0.57, 0.39, -0.63, 0.36, 0.33, 0.40, 1.27, 0.46, 0.10, 0.04, 0.30, 0.01, -0.69, 0.32, 0.17, 0.18, 0.32, 0.30, 1.26, 1.15, -0.58, 0.44, 0.38, 1.24, 0.39, -0.69, -0.20, 0.38, 0.54, 0.66, -0.66, 0.38, 0.93, 0.37, 0.33, -0.25, 0.42, 0.44, -0.73, -0.61, 1.09, -0.08, 0.46, 0.37, 0.34, 0.37, -0.03, 0.68, -0.56, -0.57, -0.68, -0.49, 0.45, -0.19, 0.30, 0.37, -0.65, -0.45, -0.71, -0.91, -0.75, 0.32, 0.35, 0.35, -0.10, 0.06, -0.57, 1.18, -0.09, -0.76, 0.37],
  "energy_ha": -6683.5300,
  "gap_ev": 3.143,
  "total_charge": -1,
  "de_lowest_kcal_mol": 0.0,
  "fmax_ev_per_a": 0.5,
  "multiplicity": 1
}

***

[4]
{
  "formula": "C3H4N2O",
  "method": "ωB97M-V with the def2-TZVPD basis set",
  "elements": ["N", "H", "H", "C", "C", "O", "H", "H", "C", "N"],
  "positions_angstrom": [[1.7827, -1.1325, -0.0075], [-1.9955, -0.6368, 0.7139], [-1.5477, -0.8951, -0.9557], [-1.4427, -0.1810, -0.1098], [1.0661, 0.9402, 0.1505], [2.1667, 0.1990, -0.0206], [-1.8382, 0.7650, -0.4099], [1.2741, 2.0040, 0.1603], [0.0066, 0.0790, 0.2661], [0.5656, -1.1708, 0.2141]],
  "atomic_forces_ev_per_a": [[0.7, -0.2, 0.5], [0.0, 0.4, 0.0], [0.6, 0.6, 0.5], [-0.2, 1.0, 0.4], [-0.7, -0.2, -0.2], [0.3, 0.3, 0.2], [-1.0, 0.5, -0.1], [-0.5, -0.2, -0.1], [-0.3, -1.2, -1.1], [1.0, -0.9, -0.3]],
  "mulliken_charge": [-0.19, 0.27, 0.27, -0.93, -0.08, -0.11, 0.33, 0.40, 0.17, -0.13],
  "energy_ha": -301.3752,
  "gap_ev": 10.881,
  "total_charge": 0,
  "de_lowest_kcal_mol": 70.3,
  "fmax_ev_per_a": 1.6,
  "multiplicity": 1
}